{"formula": "C36H59N14O14", "method": "ωB97M-V with the def2-TZVPD basis set", "s2": 0.765, "lumo_energy_ev": [-6.303, -9.725], "charge": 2, "homo_energy_ev": [-11.91, -11.91], "multiplicity": 2, "e_tot_ev": -87800.87247, "symbols": ["C", "C", "N", "C", "C", "N", "C", "C", "H", "H", "H", "H", "H", "H", "H", "H", "H", "H", "H", "C", "C", "C", "C", "C", "C", "O", "O", "H", "H", "H", "H", "H", "H", "C", "C", "C", "C", "C", "C", "O", "O", "H", "H", "H", "H", "H", "H", "C", "C", "C", "C", "C", "C", "O", "O", "H", "H", "H", "H", "H", "H", "C", "C", "C", "C", "C", "C", "O", "O", "H", "H", "H", "H", "H", "H", "C", "O", "N", "N", "H", "H", "H", "H", "C", "O", "N", "N", "H", "H", "H", "H", "C", "O", "N", "N", "H", "H", "H", "H", "C", "O", "N", "N", "H", "H", "H", "H", "C", "O", "N", "N", "H", "H", "H", "H", "C", "O", "N", "N", "H", "H", "H", "H"], "xyz": [[-2.52377, 2.31104, -0.70249], [-2.02328, 1.66246, 0.61191], [-0.97320, 0.72648, 0.63890], [-0.98014, -0.51175, 1.35111], [0.30767, -1.00913, 1.16576], [1.01290, -0.19093, 0.34243], [0.22869, 0.91281, 0.00496], [2.38205, -0.39013, 0.00558], [-1.94930, 3.07562, -1.22547], [-3.48181, 2.80676, -0.54591], [-2.71673, 1.53209, -1.44011], [-2.86968, 1.03862, 0.89919], [-1.95849, 2.37796, 1.43165], [-1.82935, -0.83268, 1.93613], [0.68258, -1.92360, 1.60117], [0.51708, 1.74720, -0.61714], [2.98640, -0.48025, 0.90821], [2.72946, 0.40386, -0.65547], [2.39924, -1.31050, -0.57814], [0.14239, 0.90821, 5.01759], [-0.41855, 2.13360, 4.60088], [0.25624, 2.87116, 3.61206], [1.40912, 2.35651, 2.94512], [1.90169, 1.07682, 3.29411], [1.26166, 0.43971, 4.36217], [1.89437, -0.61897, 4.79540], [-0.20404, 4.14257, 3.26027], [-0.21331, 0.38044, 5.89014], [-1.15595, 2.59591, 5.24034], [1.97546, 2.99170, 2.28015], [2.74701, 0.55169, 2.87448], [1.65300, -0.68008, 5.72255], [-1.03744, 4.28356, 3.71543], [-2.53209, -2.18684, 5.65828], [-2.89792, -0.96794, 4.97465], [-3.59546, -1.12839, 3.76478], [-4.02712, -2.35178, 3.33868], [-3.62834, -3.58362, 4.02396], [-2.90121, -3.42205, 5.20263], [-2.54817, -4.61051, 5.82065], [-4.10970, -0.03321, 3.14558], [-1.92565, -2.10750, 6.54841], [-2.71421, -0.02353, 5.46530], [-4.80448, -2.36983, 2.58915], [-3.95044, -4.52351, 3.60058], [-2.47295, -5.26738, 5.12462], [-3.72550, 0.60809, 3.74786], [3.91228, 1.52240, -2.65942], [3.12908, 2.64603, -2.43114], [3.22078, 3.30596, -1.21685], [4.22248, 2.94809, -0.32123], [4.92213, 1.74077, -0.51555], [4.79795, 1.02930, -1.72112], [5.64400, -0.04909, -1.89737], [2.51437, 4.40860, -1.05321], [3.94213, 1.07543, -3.64213], [2.63048, 3.08853, -3.28084], [4.46920, 3.54936, 0.54132], [5.67759, 1.38208, 0.16783], [5.39817, -0.44588, -2.73625], [2.19647, 4.70818, -1.90807], [-4.59059, 4.61985, -2.65938], [-5.74984, 5.38857, -2.37474], [-6.84481, 5.27660, -3.13508], [-6.98575, 4.30031, -4.16469], [-5.90083, 3.49465, -4.41357], [-4.69013, 3.61964, -3.64637], [-3.61568, 2.84971, -3.84361], [-7.86657, 6.16006, -2.82941], [-3.66782, 4.61717, -2.09823], [-5.70399, 6.11408, -1.57604], [-7.86163, 4.30932, -4.79648], [-5.94179, 2.85540, -5.28310], [-3.90665, 1.94247, -3.72590], [-8.44854, 6.39030, -3.55736], [-0.27425, 1.36950, -3.96241], [-0.51417, 0.51885, -3.17213], [-0.95215, 2.42602, -4.14576], [0.76695, 1.24990, -4.75462], [-0.54150, 3.23280, -4.59361], [-1.77867, 2.80589, -3.70683], [1.05265, 0.28541, -4.84538], [0.89994, 1.84574, -5.55923], [7.43171, -0.67715, 1.27333], [8.28032, -0.74324, 2.14333], [6.20212, -1.07052, 1.22070], [7.73823, -0.17426, 0.13200], [5.73377, -1.48200, 2.01532], [5.61863, -1.13794, 0.39906], [7.07161, -0.15555, -0.62653], [8.71103, -0.07579, -0.12110], [1.16392, -5.24045, -1.14437], [1.72427, -4.18254, -0.82572], [1.28222, -5.74370, -2.31212], [0.39054, -5.92968, -0.34554], [0.80306, -6.54676, -2.69370], [2.02513, -5.42078, -2.91538], [0.02645, -5.53408, 0.50946], [0.17917, -6.86583, -0.66028], [2.44500, -1.84381, -3.49568], [2.44411, -1.07229, -4.36473], [3.50396, -2.56579, -3.12913], [1.30860, -1.90884, -2.81488], [3.34438, -2.96643, -2.21583], [4.24378, -2.83585, -3.76146], [0.63565, -1.25364, -3.18629], [1.01323, -2.76784, -2.37331], [-3.21700, -1.96486, -1.59111], [-3.43650, -2.98410, -1.04579], [-3.80703, -0.87324, -1.32017], [-2.29085, -1.69120, -2.39475], [-4.62284, -0.81961, -0.72714], [-3.31665, -0.02791, -1.57520], [-1.85208, -2.44202, -2.90840], [-2.26328, -0.76723, -2.80172], [1.13023, -4.17050, 2.79595], [0.55250, -5.09390, 2.42129], [0.79313, -3.37729, 3.80065], [2.20423, -3.78634, 2.16493], [0.05860, -3.65897, 4.43407], [1.61052, -2.84120, 4.05480], [2.32185, -4.09969, 1.21200], [2.93462, -3.20011, 2.54305]], "forces_ev_per_angstrom": [[0.263, -0.236, -0.317], [-3.217, 0.755, 0.047], [3.186, -1.337, -1.019], [2.227, 1.765, -1.307], [-2.208, -0.093, 0.621], [-2.399, 2.725, -0.019], [-0.300, -3.058, 2.068], [0.614, -0.537, -1.026], [0.665, -0.171, 0.407], [-0.066, -0.205, 0.461], [0.252, 0.216, 0.032], [-0.316, 0.156, 0.194], [0.453, 0.243, -0.110], [0.063, -0.080, -0.172], [0.305, 0.020, -0.320], [0.001, -0.155, -0.040], [0.067, 0.105, -0.133], [-0.048, 0.024, 0.328], [0.360, -0.117, 0.096], [-1.922, 2.695, -0.119], [1.302, -1.897, 1.536], [-0.884, 2.307, -1.023], [1.230, -1.804, 0.465], [-1.565, 2.769, -1.025], [1.056, -0.548, -0.793], [0.245, -0.196, 0.513], [1.601, -3.128, 0.364], [-0.283, -0.011, -0.002], [-0.407, 0.025, -0.267], [-0.194, 0.052, -0.318], [0.207, 0.505, -0.197], [0.052, -1.017, 0.650], [-0.386, 0.379, 0.254], [0.137, 2.366, -0.138], [0.369, -3.216, 0.115], [-0.397, -0.252, 1.692], [0.470, -3.175, 0.961], [-0.879, 4.014, -1.337], [-0.293, -2.287, -1.482], [0.569, 1.072, 0.549], [0.642, 0.780, -0.041], [-0.128, -0.118, 0.267], [0.035, 0.220, -0.173], [0.292, -0.180, -0.431], [-0.002, -0.139, 0.298], [-0.084, -0.304, 0.095], [-0.611, 1.256, -0.474], [0.445, -0.431, -0.847], [0.819, -0.955, 0.025], [1.452, -0.776, -1.065], [-0.030, -1.572, 0.479], [0.038, 0.371, -0.800], [0.046, 1.085, 1.446], [-0.934, 0.415, -0.209], [-1.080, 1.871, 1.011], [-0.362, -0.111, -0.218], [-0.500, -0.080, 0.079], [-0.215, 0.151, 0.070], [0.040, 0.324, 0.289], [0.128, -0.430, -0.264], [-0.153, 0.182, -0.041], [-1.641, -1.475, -0.898], [3.151, -0.182, 0.829], [-2.883, -0.009, -1.532], [0.941, 1.249, 1.012], [1.250, 0.118, 0.265], [-2.892, 2.712, 0.706], [1.093, -1.403, -0.368], [0.371, -0.219, 0.372], [-0.058, 0.497, 0.200], [-0.175, 0.168, -0.073], [-0.074, -0.211, 0.047], [0.162, -0.389, 0.095], [0.190, -0.382, -0.331], [0.109, -0.357, -0.277], [1.692, -0.186, -1.329], [-1.743, -3.684, 3.741], [-2.838, 6.505, -0.634], [2.486, -0.546, -1.918], [0.355, -0.510, -0.572], [-0.217, -1.209, 0.552], [0.847, 0.046, -0.082], [-0.183, -0.230, 0.098], [3.764, 0.052, 1.332], [-0.752, -0.579, 1.562], [-6.348, -2.431, 2.178], [1.937, 2.448, -5.276], [0.616, 0.076, 0.148], [0.773, 0.226, -0.199], [0.450, -0.049, 0.016], [-0.191, 0.127, 0.294], [-0.078, 1.631, 2.538], [0.556, 1.091, 0.381], [1.466, -1.698, -5.623], [-1.346, -1.203, 1.129], [-0.133, 0.157, 0.533], [-0.120, 0.169, 0.206], [0.294, -0.361, 0.143], [-0.434, 0.228, 0.650], [-0.403, -1.589, 1.496], [1.387, 4.355, -5.794], [0.575, -1.029, 1.627], [-1.662, -1.125, 2.234], [0.727, -0.859, -0.181], [-0.286, 0.148, 0.238], [-0.372, -0.122, 0.349], [-0.004, 0.116, 0.289], [-0.722, -1.618, 1.842], [-1.031, -4.548, 1.557], [-4.416, 6.459, 2.337], [6.133, -0.075, -5.617], [0.326, -0.086, -0.040], [-0.911, -0.147, 0.288], [0.118, 0.217, 0.151], [0.577, -0.543, -0.392], [1.295, 1.919, 1.101], [-4.648, -5.404, -1.827], [-0.323, 1.769, 1.826], [4.061, 1.875, -2.176], [0.423, 0.028, 0.210], [-0.814, 0.253, 1.026], [0.076, -0.285, -0.131], [-0.273, -0.125, -0.017]], "lowdin_charge": [-0.045, -0.184, -0.044, 0.081, -0.009, -0.068, 0.070, 0.005, 0.073, 0.087, 0.040, 0.111, 0.118, 0.115, 0.108, 0.161, 0.088, 0.076, 0.086, 0.061, 0.060, -0.198, 0.091, 0.076, -0.300, 0.171, 0.145, 0.137, 0.141, 0.135, 0.131, 0.150, 0.126, -0.015, -0.012, -0.400, 0.023, 0.053, -0.341, 0.043, 0.041, 0.112, 0.096, 0.126, 0.125, 0.102, 0.085, -0.019, -0.015, -0.391, 0.008, -0.015, -0.325, 0.022, 0.068, 0.120, 0.116, 0.120, 0.098, 0.104, 0.113, 0.005, -0.020, -0.315, 0.007, -0.001, -0.331, -0.007, 0.041, 0.092, 0.124, 0.121, 0.116, 0.119, 0.108, -0.801, 0.029, 0.202, 0.189, 0.128, 0.074, 0.080, 0.125, -0.800, 0.053, 0.163, 0.166, 0.107, 0.090, 0.062, 0.136, -0.745, -0.035, 0.189, 0.205, 0.132, 0.124, 0.090, 0.126, -0.784, 0.062, 0.192, 0.186, 0.079, 0.127, 0.070, 0.075, -0.888, 0.088, 0.175, 0.186, 0.135, 0.060, 0.133, 0.081, -0.827, 0.115, 0.185, 0.172, 0.113, 0.081, 0.085, 0.109]}